(1)
Entry from OMol25: 2 unconnected molecules or ions with the total composition C7H15N at a distorted geometry (wB97M-V/def2-TZVPD).

Last column: natural (NBO) charge in e.
CARTESIAN COORDINATES (ANGSTROEM)
C (2.49, -0.28, -0.48)  -0.214
C (1.17, -0.13, -1.20)  -0.408
C (0.16, 0.85, -0.53)  -0.432
C (-1.71, -0.66, -1.01)  -0.361
C (-1.01, 0.10, 0.12)  0.035
C (-1.08, -0.17, 1.64)  -0.665
C (-2.43, 0.51, -0.47)  -0.496
N (2.28, -0.67, 0.92)  -0.851
H (3.00, 0.70, -0.45)  0.182
H (3.13, -1.00, -1.04)  0.169
H (0.65, -1.08, -1.13)  0.210
H (1.29, 0.10, -2.28)  0.220
H (0.66, 1.49, 0.21)  0.215
H (-0.36, 1.46, -1.30)  0.216
H (-2.10, -1.66, -0.89)  0.171
H (-1.53, -1.15, 1.85)  0.214
H (-1.67, 0.59, 2.13)  0.223
H (-0.09, -0.12, 2.10)  0.243
H (-1.89, 1.88, 0.47)  0.163
H (-2.50, 1.34, -1.16)  0.205
H (-3.31, 0.26, 0.13)  0.247
H (3.15, -0.87, 1.38)  0.361
H (1.71, -1.51, 1.02)  0.352

Calculated total energy   -8984.7547 eV
Energy relative to the best compared isomer or geometry (same formula, charge and spin)   746.3 kJ/mol
Strongest force on any atom   4.5 eV Å⁻¹
E_HOMO   -6.968 eV
HOMO-LUMO gap   5.90 eV



(2)
Entry from OMol25: 2 unconnected molecules or ions with the total composition C7H15N at a distorted geometry (wB97M-V/def2-TZVPD).

Last column: natural (NBO) charge in e.
CARTESIAN COORDINATES (ANGSTROEM)
C (0.63, -1.53, -1.64)  -0.328
C (-0.05, -0.92, -0.85)  0.046
C (-1.40, -0.37, -0.18)  -0.266
C (-1.97, 0.77, -1.02)  -0.611
C (-2.40, -1.51, 0.04)  -0.605
H (1.25, -2.03, -2.35)  0.233
H (-1.19, 0.02, 0.82)  0.202
H (-2.84, 0.50, -1.63)  0.213
H (-1.24, 1.17, -1.73)  0.226
H (-2.27, 1.61, -0.38)  0.208
H (-3.26, -1.48, -0.64)  0.208
H (-2.79, -1.47, 1.06)  0.208
H (-1.94, -2.49, -0.09)  0.231
C (1.96, -0.08, 1.74)  -0.410
N (1.35, 0.57, 0.59)  -0.610
C (2.20, 1.56, -0.05)  -0.409
H (2.93, -0.50, 1.49)  0.196
H (2.06, 0.62, 2.58)  0.163
H (1.31, -0.89, 2.08)  0.198
H (0.42, 0.98, 0.83)  0.349
H (1.74, 1.87, -0.99)  0.199
H (3.19, 1.15, -0.26)  0.195
H (2.30, 2.45, 0.58)  0.164

Calculated total energy   -8989.0003 eV
Energy relative to the best compared isomer or geometry (same formula, charge and spin)   336.7 kJ/mol
Strongest force on any atom   2.9 eV Å⁻¹
Structure (SMILES)   C#CC(C)C.CNC
E_HOMO   -7.879 eV
HOMO-LUMO gap   8.85 eV



(3)
Entry from OMol25: a gas-phase ion, C7H15N2 (charge +1) at a distorted geometry (wB97M-V/def2-TZVPD).

Last column: natural (NBO) charge in e.
CARTESIAN COORDINATES (ANGSTROEM)
C (-2.07, -0.97, -0.74)  -0.487
C (-1.71, -0.02, 0.06)  0.132
C (-2.08, -0.10, 1.48)  -0.677
N (-1.22, 1.12, -0.52)  -0.600
C (-0.26, 2.09, -0.06)  -0.215
C (1.26, 1.53, -0.14)  -0.273
N (1.31, 0.13, -0.01)  -0.391
C (2.16, -0.69, -0.57)  0.311
C (2.10, -2.06, -0.21)  -0.735
H (-1.97, -0.83, -1.88)  0.189
H (-2.47, -1.98, -0.60)  0.229
H (-1.65, 0.47, 2.24)  0.226
H (-1.93, -1.22, 1.69)  0.233
H (-3.13, 0.11, 1.64)  0.257
H (-1.05, 1.07, -1.52)  0.382
H (-0.38, 2.63, 0.92)  0.227
H (-0.27, 2.90, -0.72)  0.226
H (1.79, 1.84, -1.07)  0.229
H (1.80, 1.94, 0.73)  0.234
H (0.74, -0.36, 0.63)  0.430
H (2.98, -0.28, -1.10)  0.230
H (2.69, -2.69, -0.84)  0.274
H (0.98, -2.48, -0.26)  0.284
H (2.39, -2.14, 0.86)  0.287

Calculated total energy   -10473.6672 eV
Energy relative to the best compared isomer or geometry (same formula, charge and spin)   253.6 kJ/mol
Strongest force on any atom   5.3 eV Å⁻¹
Total charge   +1
Structure (SMILES)   C=C(C)NCC/[NH+]=C/C
E_HOMO   -11.543 eV
HOMO-LUMO gap   6.77 eV



(4)
Entry from OMol25: a gas-phase ion, C7H15N2 (charge +1) at a distorted geometry (wB97M-V/def2-TZVPD).

Last column: natural (NBO) charge in e.
CARTESIAN COORDINATES (ANGSTROEM)
C (2.78, 1.01, 0.65)  -0.619
C (1.40, 1.48, 0.49)  -0.233
C (0.24, 1.02, 0.19)  0.499
N (-1.05, 1.09, 0.06)  -0.372
C (-1.77, 1.51, -1.13)  -0.404
C (-1.73, 0.18, 1.08)  -0.221
C (-1.08, -1.21, 1.03)  -0.265
N (0.23, -1.17, 0.20)  -0.574
C (0.19, -1.78, -1.04)  -0.415
H (2.72, -0.04, 0.92)  0.212
H (3.13, 1.45, 1.46)  0.237
H (3.52, 1.15, -0.10)  0.258
H (1.26, 2.47, 0.67)  0.258
H (-2.01, 0.63, -1.72)  0.211
H (-2.62, 2.10, -0.84)  0.231
H (-1.20, 2.11, -1.75)  0.232
H (-2.73, 0.24, 0.79)  0.225
H (-1.68, 0.79, 1.96)  0.232
H (-0.94, -1.69, 2.04)  0.252
H (-1.86, -1.85, 0.54)  0.230
H (1.06, -1.55, 0.71)  0.406
H (0.02, -2.98, -0.98)  0.194
H (-0.65, -1.39, -1.75)  0.202
H (1.04, -1.73, -1.60)  0.222

Calculated total energy   -10472.6364 eV
Energy relative to the best compared isomer or geometry (same formula, charge and spin)   353.1 kJ/mol
Strongest force on any atom   6.4 eV Å⁻¹
Total charge   +1
Structure (SMILES)   CC=C=[N+](C)CCNC
E_HOMO   -13.328 eV
HOMO-LUMO gap   10.44 eV



(5)
Entry from OMol25: a gas-phase ion, C7H15N2OS (charge +1) at a distorted geometry (wB97M-V/def2-TZVPD).

Last column: natural (NBO) charge in e.
CARTESIAN COORDINATES (ANGSTROEM)
C (-1.17, 0.56, -0.33)  0.557
C (1.00, -0.24, -0.36)  0.526
C (-2.17, 1.34, -1.08)  -0.728
C (-2.16, 0.27, 1.89)  -0.438
C (2.50, -1.91, 0.44)  -0.421
C (0.36, -2.50, -0.79)  -0.410
C (1.41, 2.48, -0.27)  -0.740
N (-1.05, 0.33, 0.91)  -0.492
N (1.31, -1.48, -0.26)  -0.320
O (-0.06, 0.23, -1.08)  -0.514
S (2.06, 0.93, 0.29)  0.385
H (-1.86, 1.98, -1.94)  0.267
H (-2.59, 2.14, -0.45)  0.255
H (-2.89, 0.67, -1.36)  0.251
H (-1.92, 1.10, 2.64)  0.233
H (-3.18, 0.37, 1.38)  0.202
H (-1.95, -0.75, 2.27)  0.229
H (2.57, -2.92, 0.51)  0.236
H (2.49, -1.48, 1.47)  0.236
H (3.35, -1.50, -0.01)  0.234
H (-0.41, -1.92, -1.37)  0.237
H (-0.29, -2.80, 0.00)  0.237
H (1.00, -3.11, -1.31)  0.230
H (1.67, 3.33, 0.35)  0.272
H (0.32, 2.38, -0.27)  0.234
H (1.67, 2.51, -1.27)  0.241

Calculated total energy   -23356.8471 eV
Energy relative to the best compared isomer or geometry (same formula, charge and spin)   115.9 kJ/mol
Strongest force on any atom   4.8 eV Å⁻¹
Total charge   +1
E_HOMO   -13.379 eV
HOMO-LUMO gap   10.26 eV



(6)
Entry from OMol25: a molecular structure, C7H15N3O3 at a distorted geometry (wB97M-V/def2-TZVPD).

Last column: natural (NBO) charge in e.
CARTESIAN COORDINATES (ANGSTROEM)
C (1.42, -0.20, -0.12)  -0.115
C (0.54, -1.49, -0.07)  -0.452
C (-0.80, -1.22, -0.65)  -0.219
C (-2.09, 0.93, -0.85)  -0.230
C (-3.75, 0.82, -0.64)  -0.245
C (-3.00, -0.33, 1.25)  -0.280
C (-1.73, 0.59, 1.12)  -0.252
H (1.10, 0.33, -1.25)  0.233
H (0.88, 0.39, 0.72)  0.227
H (0.27, -1.84, 0.85)  0.211
H (1.30, -2.21, -0.60)  0.232
H (-1.56, -1.94, -0.23)  0.186
H (-1.02, -1.44, -1.68)  0.219
H (-1.70, 2.02, -0.94)  0.171
H (-2.18, 0.73, -1.92)  0.191
H (-4.29, 0.75, -1.53)  0.198
H (-4.36, 1.53, -0.07)  0.191
H (-3.42, -1.32, -0.64)  0.375
H (-3.74, 0.17, 1.93)  0.205
H (-2.96, -1.28, 2.11)  0.226
H (-1.83, 1.90, 0.81)  0.235
H (-1.21, 0.31, 1.90)  0.182
N (3.75, 0.42, 0.07)  0.652
N (-1.18, 0.24, -0.31)  -0.478
N (-3.68, -0.49, -0.01)  -0.662
O (3.35, 1.68, 0.22)  -0.328
O (4.94, -0.35, -0.13)  -0.375
O (2.83, -0.56, 0.15)  -0.297

Calculated total energy   -18101.4039 eV
Energy relative to the best compared isomer or geometry (same formula, charge and spin)   1209.8 kJ/mol
Strongest force on any atom   14.1 eV Å⁻¹
E_HOMO   -8.025 eV
HOMO-LUMO gap   7.04 eV



(7)
Entry from OMol25: C7H15N3OSi in the gas phase at a distorted geometry (wB97M-V/def2-TZVPD).

Last column: natural (NBO) charge in e.
CARTESIAN COORDINATES (ANGSTROEM)
C (-0.05, 1.42, 1.70)  -0.675
C (-0.19, 1.06, 0.28)  0.126
O (-0.32, 2.10, -0.64)  -0.751
N (-1.64, 0.26, 0.21)  -0.202
C (-2.00, -0.92, 0.68)  -0.098
C (-3.20, -1.28, 0.13)  -0.129
N (-3.49, -0.30, -0.72)  -0.239
N (-2.55, 0.59, -0.70)  -0.134
Si (1.15, -0.18, -0.39)  1.587
C (0.66, -0.91, -2.05)  -1.133
C (2.53, 1.18, -0.52)  -1.071
C (1.38, -1.59, 0.87)  -1.102
H (0.94, 1.64, 2.03)  0.229
H (-0.46, 0.60, 2.35)  0.231
H (-0.60, 2.37, 1.82)  0.234
H (-1.19, 2.12, -1.02)  0.515
H (-1.44, -1.55, 1.42)  0.218
H (-3.75, -2.20, 0.31)  0.221
H (0.83, -0.17, -2.79)  0.243
H (1.05, -1.92, -2.39)  0.255
H (-0.46, -0.99, -2.02)  0.251
H (3.30, 1.05, 0.22)  0.232
H (3.02, 1.24, -1.54)  0.242
H (2.05, 2.04, -0.49)  0.234
H (2.35, -1.52, 1.29)  0.241
H (0.61, -1.57, 1.59)  0.227
H (1.46, -2.57, 0.37)  0.247

Calculated total energy   -21896.2326 eV
Energy relative to the best compared isomer or geometry (same formula, charge and spin)   44.7 kJ/mol
Strongest force on any atom   5.0 eV Å⁻¹
Structure (SMILES)   C[C@](O)(n1ccnn1)[Si](C)(C)C
E_HOMO   -9.654 eV
HOMO-LUMO gap   10.36 eV



(8)
Entry from OMol25: C7H15NO in the gas phase at a distorted geometry (wB97M-V/def2-TZVPD).

Last column: natural (NBO) charge in e.
CARTESIAN COORDINATES (ANGSTROEM)
C (0.98, -0.50, -2.76)  -0.624
C (0.70, -0.68, -1.30)  -0.139
C (0.05, -1.98, -0.92)  -0.629
C (1.13, 0.21, -0.39)  0.459
O (1.90, 1.28, -0.80)  -0.695
N (0.78, 0.19, 0.96)  -0.651
C (-0.62, 0.16, 1.34)  -0.026
C (-0.75, 0.56, 2.81)  -0.615
C (-1.51, 1.10, 0.39)  -0.633
H (1.37, 0.50, -2.96)  0.229
H (0.08, -0.66, -3.34)  0.201
H (1.73, -1.22, -3.10)  0.206
H (0.30, -2.26, 0.10)  0.219
H (-1.03, -1.93, -1.02)  0.203
H (0.41, -2.77, -1.58)  0.212
H (1.76, 2.03, -0.21)  0.470
H (1.29, 0.90, 1.48)  0.363
H (-1.00, -0.85, 1.20)  0.188
H (-0.16, -0.11, 3.44)  0.219
H (-0.41, 1.58, 2.96)  0.197
H (-1.79, 0.50, 3.13)  0.219
H (-1.47, 0.83, -0.66)  0.226
H (-1.20, 2.14, 0.52)  0.194
H (-2.54, 1.01, 0.72)  0.208

Calculated total energy   -11039.4214 eV
Energy relative to the best compared isomer or geometry (same formula, charge and spin)   120.9 kJ/mol
Strongest force on any atom   1.9 eV Å⁻¹
Structure (SMILES)   CC(C)=C(O)NC(C)C
E_HOMO   -7.558 eV
HOMO-LUMO gap   8.29 eV



(9)
Entry from OMol25: a molecular structure, C7H15NO at a distorted geometry (wB97M-V/def2-TZVPD).

Last column: natural (NBO) charge in e.
CARTESIAN COORDINATES (ANGSTROEM)
C (0.85, -0.21, -0.71)  -0.012
C (-1.57, 0.42, -0.25)  -0.196
C (0.13, 0.13, 0.48)  -0.395
C (-2.25, -0.91, -0.51)  -0.628
C (-2.30, 1.25, 0.79)  -0.621
C (2.53, 0.13, 0.26)  0.291
N (0.92, -1.53, -1.15)  -0.860
C (3.00, 1.26, 0.79)  -0.592
O (3.33, -0.98, 0.22)  -0.713
H (2.93, -1.59, -0.42)  0.484
H (0.84, 0.51, -1.52)  0.217
H (-1.47, 0.99, -1.18)  0.184
H (0.53, -1.72, -2.06)  0.393
H (0.70, -2.24, -0.45)  0.382
H (0.32, 1.10, 0.93)  0.228
H (-0.03, -0.68, 1.19)  0.209
H (-3.33, 1.45, 0.50)  0.202
H (-3.30, -0.78, -0.77)  0.207
H (-1.81, -1.43, -1.36)  0.201
H (-2.22, -1.54, 0.38)  0.201
H (-1.81, 2.21, 0.95)  0.207
H (-2.33, 0.73, 1.75)  0.202
H (3.98, 1.31, 1.24)  0.212
H (2.36, 2.13, 0.89)  0.197

Calculated total energy   -11036.8193 eV
Energy relative to the best compared isomer or geometry (same formula, charge and spin)   372.0 kJ/mol
Strongest force on any atom   6.7 eV Å⁻¹
E_HOMO   -7.838 eV
HOMO-LUMO gap   8.66 eV



Question: Which value of strongest force on any atom does entry 7 give?
Answer: 5.0 eV Å⁻¹